(1)
Molecular formula: C3H10NO2
Method: DFT, wB97M-V/def2-TZVPD

The gap between HOMO and LUMO is 11.71 eV. The total charge is +1.

Each line ends with the Mulliken charge.
Element x y z (Å)
C (-1.122, -0.039, -1.650)  -1.31
C (-0.536, -0.700, -0.397)  -0.43
C (0.557, 0.155, 0.353)  0.47
N (0.688, -0.323, 1.741)  -0.35
O (0.165, 1.671, 0.619)  -0.55
O (1.693, 0.095, -0.391)  -0.45
H (-1.545, 0.925, -1.355)  0.38
H (-0.588, 0.064, -2.508)  0.39
H (-1.883, -0.890, -2.032)  0.30
H (-0.233, -1.793, -0.538)  0.34
H (-1.341, -0.565, 0.336)  0.32
H (0.970, -1.335, 1.873)  0.39
H (-0.314, -0.425, 2.215)  0.42
H (1.340, 0.155, 2.312)  0.35
H (-0.058, 2.094, -0.318)  0.37
H (2.205, 0.911, -0.260)  0.37

(2)
Molecular formula: C4H6O2
Method: DFT, wB97M-V/def2-TZVPD

The gap between HOMO and LUMO is 9.99 eV.

Each line ends with the Mulliken charge.
Element x y z (Å)
C (-0.436, 1.560, -1.634)  -0.71
C (-0.077, 0.890, -0.552)  0.07
O (-0.290, -0.466, -0.531)  -0.35
C (0.584, -1.151, 0.351)  -0.49
C (-0.176, -1.059, 1.662)  0.16
O (-0.019, -0.176, 2.470)  -0.45
H (-0.896, 0.998, -2.442)  0.26
H (-0.277, 2.626, -1.730)  0.25
H (0.372, 1.324, 0.346)  0.31
H (0.674, -2.179, -0.008)  0.26
H (1.581, -0.693, 0.345)  0.37
H (-1.019, -1.774, 1.755)  0.33

(3)
Molecular formula: C10H18N7O3SV
Method: DFT, wB97M-V/def2-TZVPD

The multiplicity is 3. The gap between HOMO and LUMO (spin up / spin down) is 7.06 / 7.24 eV. The total charge is +2. As for the expectation value of S²: 2.032.

Each line ends with the Mulliken charge.
Element x y z (Å)
V (0.488, 0.015, -0.682)  0.47
C (2.573, 3.350, 0.553)  -1.48
C (2.057, 2.124, -0.093)  0.61
N (0.803, 1.811, -0.210)  0.82
N (-0.201, 2.658, 0.091)  -1.32
C (-1.301, 2.295, -0.508)  0.69
N (-2.439, 2.956, -0.344)  -0.37
S (-1.291, 0.891, -1.634)  -0.45
C (2.902, 1.175, -0.845)  0.95
C (4.281, 1.172, -0.911)  -0.62
C (4.911, 0.268, -1.764)  -0.44
C (4.152, -0.588, -2.545)  -0.73
C (2.772, -0.551, -2.419)  -0.02
N (2.172, 0.304, -1.591)  -0.17
H (1.792, 3.820, 1.145)  0.38
H (2.898, 4.059, -0.213)  0.35
H (3.437, 3.129, 1.180)  0.43
H (-2.450, 3.763, 0.262)  0.26
H (-3.225, 2.774, -0.941)  0.22
H (4.852, 1.856, -0.300)  0.38
H (5.991, 0.238, -1.820)  0.46
H (4.612, -1.294, -3.220)  0.44
H (2.127, -1.210, -2.988)  0.47
N (-4.785, -2.883, 1.603)  -0.27
C (-3.389, -2.801, 2.154)  -0.61
C (-2.768, -1.423, 1.876)  -0.71
N (-2.553, -1.081, 0.481)  -0.37
H (-5.189, -3.811, 1.746)  0.36
H (-4.775, -2.689, 0.599)  0.32
H (-5.394, -2.201, 2.060)  0.36
H (-2.797, -3.584, 1.682)  0.36
H (-3.435, -2.990, 3.225)  0.40
H (-1.803, -1.402, 2.384)  0.27
H (-3.393, -0.647, 2.327)  0.43
H (-3.399, -0.876, -0.033)  0.26
H (-2.000, -1.764, -0.021)  0.21
O (2.096, -2.221, -0.124)  -0.49
N (0.976, -1.752, -0.081)  1.15
O (0.078, -1.959, -0.951)  -0.50
O (0.617, -0.934, 0.868)  -0.48

(4)
Molecular formula: C3H10N3O2
Method: DFT, wB97M-V/def2-TZVPD

The gap between HOMO and LUMO is 9.31 eV. The total charge is +1.

Each line ends with the Mulliken charge.
Element x y z (Å)
C (-0.726, -1.384, 0.938)  -0.79
N (0.486, -0.879, 0.311)  0.26
C (0.131, -0.309, -0.984)  -0.85
C (-0.109, 1.123, -0.707)  0.38
N (-1.536, 1.360, -0.590)  -0.65
O (0.827, 1.254, 0.409)  -0.58
N (1.656, -1.121, 0.757)  0.43
O (2.025, -1.676, 1.721)  -0.49
H (-0.827, -2.393, 1.237)  0.36
H (-0.674, -0.840, 1.888)  0.37
H (-1.546, -1.342, 0.288)  0.27
H (0.995, -0.413, -1.725)  0.31
H (-0.936, -0.552, -1.222)  0.38
H (0.390, 1.882, -1.441)  0.43
H (-1.672, 1.898, -1.425)  0.27
H (-2.044, 1.974, 0.010)  0.22
H (1.232, 2.233, 0.571)  0.36
H (2.327, -0.813, -0.037)  0.30

Copy entry 4 word for word.
Molecular formula: C3H10N3O2
Method: DFT, wB97M-V/def2-TZVPD

The gap between HOMO and LUMO is 9.31 eV. The total charge is +1.

Each line ends with the Mulliken charge.
Element x y z (Å)
C (-0.726, -1.384, 0.938)  -0.79
N (0.486, -0.879, 0.311)  0.26
C (0.131, -0.309, -0.984)  -0.85
C (-0.109, 1.123, -0.707)  0.38
N (-1.536, 1.360, -0.590)  -0.65
O (0.827, 1.254, 0.409)  -0.58
N (1.656, -1.121, 0.757)  0.43
O (2.025, -1.676, 1.721)  -0.49
H (-0.827, -2.393, 1.237)  0.36
H (-0.674, -0.840, 1.888)  0.37
H (-1.546, -1.342, 0.288)  0.27
H (0.995, -0.413, -1.725)  0.31
H (-0.936, -0.552, -1.222)  0.38
H (0.390, 1.882, -1.441)  0.43
H (-1.672, 1.898, -1.425)  0.27
H (-2.044, 1.974, 0.010)  0.22
H (1.232, 2.233, 0.571)  0.36
H (2.327, -0.813, -0.037)  0.30

What is the formula in the fourth record? C3H10N3O2